Entry w
A single C4H6O2S2 molecule, computed with the ωB97M-V functional and the def2-TZVPD basis.

CARTESIAN COORDINATES (ANGSTROEM)
C: -0.76435 1.79069 -0.59871
C: 0.08398 -0.75679 -1.05295
C: 1.17279 -1.35142 -0.20264
C: -0.53191 0.42989 1.44289
H: 0.11419 -1.21925 -1.98829
H: -1.00284 -0.70890 -0.55291
H: 2.23978 -0.87574 -0.52753
H: 1.16653 -2.59591 -0.14183
H: -1.34599 -0.24781 1.87993
H: -0.35479 1.40983 2.12673
O: -1.03623 2.95257 -0.42872
O: -1.28495 0.77982 0.17036
S: 0.43878 0.90281 -1.68397
S: 1.10503 -0.50978 1.55764

As for the LUMO energy: 0.36 eV. The value obtained for the HOMO energy is -9.2 eV. The gap between HOMO and LUMO is 9.6 eV.

***

Entry x
2 unconnected molecules or ions with the total composition C4H6O2S2, computed with the ωB97M-V functional and the def2-TZVPD basis.

CARTESIAN COORDINATES (ANGSTROEM)
C: 0.90273 -1.74092 -0.25554
C: -0.11052 -1.08936 0.18437
C: -1.87267 0.59727 0.22673
C: -0.94638 -0.14557 -0.71995
O: 2.25068 0.53243 -0.34203
O: 2.81909 2.31883 1.26003
S: 2.10278 -2.59842 -0.72356
S: 3.25205 1.31054 0.34926
H: -0.27493 -1.01350 1.19309
H: -2.60123 -0.08580 0.60921
H: -2.43917 1.33932 -0.22512
H: -1.30469 0.95373 1.06864
H: -0.38438 0.60145 -1.23615
H: -1.39335 -0.98000 -1.38897

As for the LUMO energy: -1.14 eV. The value obtained for the HOMO energy is -8.1 eV. The gap between HOMO and LUMO is 7.0 eV.

***

Referenced to the most stable arrangement, the calculated values in eV are entry w 0.587; entry x 0.000.

***

Entry w
A molecular structure, C2H5NOS, computed with the ωB97M-V functional and the def2-TZVPD basis.

CARTESIAN COORDINATES (ANGSTROEM)
C: 1.79325 -0.50652 0.00121
C: -0.38049 0.72809 -0.08942
H: 2.22782 -0.68893 1.29545
H: 2.13577 -1.42137 -0.87068
H: 2.08690 0.55831 -0.57124
H: 0.11010 1.65682 0.10906
H: -3.92842 -0.22623 0.14042
N: -1.69391 0.90164 0.00770
O: 0.31612 -0.40024 0.00634
S: -2.66714 -0.60157 -0.02883

As for the LUMO energy: 0.57 eV. The value obtained for the HOMO energy is -8.5 eV. The gap between HOMO and LUMO is 9.1 eV.

***

Entry x
A single C2H5NOS molecule, computed with the ωB97M-V functional and the def2-TZVPD basis.

CARTESIAN COORDINATES (ANGSTROEM)
C: -1.24291 -0.79915 -0.46536
C: -0.92964 0.00029 0.51734
N: 1.11285 1.33014 -0.75407
O: 1.41397 -1.14192 0.41317
S: 0.77944 0.43181 0.46089
H: -2.18250 -1.17541 -0.65927
H: -0.39397 -1.12001 -1.10752
H: -1.66044 0.30251 1.22994
H: 1.93616 0.95179 -1.21190
H: 1.16705 1.21995 1.57680

As for the LUMO energy: 0.25 eV. The value obtained for the HOMO energy is -9.7 eV. The gap between HOMO and LUMO is 10.0 eV.

***

Entry y
A single C2H5NOS molecule, computed with the ωB97M-V functional and the def2-TZVPD basis.

CARTESIAN COORDINATES (ANGSTROEM)
C: -0.62057 -1.06585 -0.13140
C: 0.38857 -0.15316 -0.33405
H: -2.01740 0.18389 0.04455
H: -1.40857 -0.01528 1.48518
H: -1.00337 -1.57095 -0.99214
H: -0.20776 -1.78522 0.64105
H: 1.11606 -1.59471 -1.29732
N: -1.83120 -0.58290 0.66462
O: 1.44185 -0.63914 -0.94024
S: 0.38729 1.33061 0.36131

As for the LUMO energy: 0.16 eV. The value obtained for the HOMO energy is -8.9 eV. The gap between HOMO and LUMO is 9.0 eV.

***

Referenced to the most stable arrangement, the calculated values in eV are entry w 2.323; entry x 3.433; entry y 0.000.

***

Entry w
A single C2H5NOS molecule, computed with the ωB97M-V functional and the def2-TZVPD basis.

CARTESIAN COORDINATES (ANGSTROEM)
C: 0.30327 0.62479 -1.77625
C: -0.04599 -0.71568 0.44038
H: 0.19794 -0.37855 -2.44532
H: -0.20147 1.38883 -2.03991
H: 1.38654 0.80455 -1.65471
H: 0.87632 -1.24114 0.07244
H: -0.55782 -0.29828 3.76872
N: -0.41232 -0.79268 1.59186
O: -0.37479 0.28156 -0.51205
S: -1.17170 0.32659 2.55484

As for the LUMO energy: 0.83 eV. The value obtained for the HOMO energy is -8.7 eV. The gap between HOMO and LUMO is 9.5 eV.

***

Entry x
A single C2H5NOS molecule, computed with the ωB97M-V functional and the def2-TZVPD basis.

CARTESIAN COORDINATES (ANGSTROEM)
C: 0.27792 0.52386 -0.55902
C: -0.49568 0.36769 0.84115
H: 0.97616 -1.53720 -0.42192
H: 1.59377 -0.40289 -1.83363
H: 0.09500 0.94103 1.60677
H: -1.38578 1.07740 0.51475
H: -1.25155 -1.52070 0.78543
N: 0.64638 -0.70306 -1.09474
O: -0.73074 -0.83134 1.48009
S: 0.27452 2.08520 -1.31890

As for the LUMO energy: 0.10 eV. The value obtained for the HOMO energy is -8.7 eV. The gap between HOMO and LUMO is 8.8 eV.

***

Entry y
2 unconnected molecules or ions with the total composition C2H5NOS, computed with the ωB97M-V functional and the def2-TZVPD basis.

CARTESIAN COORDINATES (ANGSTROEM)
C: 0.60862 -1.01190 -0.59466
C: -1.45270 -0.00888 0.47605
N: -0.20615 -0.31871 -0.03151
O: 2.38917 -0.01083 -0.42461
S: 1.98303 1.23744 0.38966
H: 0.67990 -1.96886 -1.18728
H: -1.52682 -0.40634 1.50344
H: -2.23512 -0.59921 -0.12610
H: -1.44662 1.13874 0.54405
H: 1.20668 1.94855 -0.54905

As for the LUMO energy (alpha / beta): 0.49 / 0.49 eV. The value obtained for the HOMO energy (alpha / beta) is -7.7 / -7.7 eV. The gap between HOMO and LUMO (alpha / beta) is 8.2 / 8.2 eV.

***

Entry z
A single C2H5NOS molecule, computed with the ωB97M-V functional and the def2-TZVPD basis.

CARTESIAN COORDINATES (ANGSTROEM)
C: 0.16000 0.10920 -0.31286
C: 0.16572 1.56687 -0.64035
N: -0.70280 -2.00684 1.11177
O: 0.88118 -0.73830 -0.77471
S: -0.90147 -0.23401 1.09270
H: 0.00205 1.77767 -1.66253
H: 1.18969 1.95698 -0.44881
H: -0.39496 2.20401 -0.03449
H: 0.20604 -2.23756 1.53735
H: -0.60544 -2.39803 0.13192

As for the LUMO energy: 0.72 eV. The value obtained for the HOMO energy is -9.5 eV. The gap between HOMO and LUMO is 10.2 eV.

***

Referenced to the most stable arrangement, the calculated values in eV are entry w 2.480; entry x 1.909; entry y 3.599; entry z 0.000.

***

Entry w
A molecular structure, C2H5NOS, computed with the ωB97M-V functional and the def2-TZVPD basis.

CARTESIAN COORDINATES (ANGSTROEM)
C: -1.16912 0.91601 0.15308
C: -0.14398 0.08053 0.38649
N: 2.25136 0.14245 -0.22630
O: 0.17582 0.85786 -2.77511
S: 0.95641 -0.28712 -0.97033
H: -1.65320 1.54875 0.81559
H: -1.33938 1.24385 -0.84572
H: 0.47217 0.04701 1.26953
H: 3.18119 0.15572 -0.62580
H: 0.74150 -1.82256 -1.32516

As for the LUMO energy (alpha / beta): -1.05 / -1.29 eV. The value obtained for the HOMO energy (alpha / beta) is -9.1 / -9.2 eV. The gap between HOMO and LUMO (alpha / beta) is 8.0 / 7.9 eV.

***

Entry x
A single C2H5NOS molecule, computed with the ωB97M-V functional and the def2-TZVPD basis.

CARTESIAN COORDINATES (ANGSTROEM)
C: -1.91881 0.32386 0.10053
C: 0.89624 0.23777 -0.22350
H: -2.03418 1.22863 -0.49630
H: -2.65771 -0.72697 0.04704
H: -1.90542 0.56876 1.27386
H: 3.11872 -0.14495 -0.22677
H: 1.98206 -1.58692 -0.17586
N: 2.05958 -0.56449 0.27998
O: 0.81419 1.56751 -0.26559
S: -0.35468 -0.90321 -0.31339

As for the LUMO energy: 0.36 eV. The value obtained for the HOMO energy is -9.8 eV. The gap between HOMO and LUMO is 10.2 eV.

***

Referenced to the most stable arrangement, the calculated values in eV are entry w 5.639; entry x 0.000.

***

Entry w
2 unconnected molecules or ions with the total composition C3H4N2S, computed with the ωB97M-V functional and the def2-TZVPD basis.

CARTESIAN COORDINATES (ANGSTROEM)
C: -0.13299 0.06511 -1.81194
C: -1.46621 0.29685 0.86953
C: -0.25026 -0.01818 0.80230
N: -0.83930 -0.35880 -2.61918
N: 2.07588 -0.07209 0.23635
S: 1.05684 -0.87482 1.11799
H: -1.73835 0.84309 1.89461
H: -2.20923 0.26353 0.16361
H: 2.96151 -0.54770 0.45177
H: 0.54211 0.40300 -1.10503

As for the LUMO energy (alpha / beta): -0.59 / -0.59 eV. The value obtained for the HOMO energy (alpha / beta) is -8.6 / -8.6 eV. The gap between HOMO and LUMO (alpha / beta) is 8.0 / 8.0 eV.

***

Entry x
A molecular structure, C3H4N2S, computed with the ωB97M-V functional and the def2-TZVPD basis.

CARTESIAN COORDINATES (ANGSTROEM)
C: -2.17347 0.66653 0.05447
C: 1.41692 -0.64729 -0.10199
C: 2.81904 -0.15615 0.18668
H: -3.21868 0.38557 -0.85075
H: -2.53808 1.01810 1.24749
H: -1.11998 1.44168 -0.63007
H: 1.68302 -1.78550 -0.26253
N: 0.31636 -0.10925 0.13645
N: 3.96728 0.11407 0.08246
S: -1.15241 -0.92777 0.13778

As for the LUMO energy: -0.37 eV. The value obtained for the HOMO energy is -9.3 eV. The gap between HOMO and LUMO is 8.9 eV.

***

Referenced to the most stable arrangement, the calculated values in eV are entry w 0.000; entry x 0.249.

***

Entry w
A single C3H4N2S molecule, computed with the ωB97M-V functional and the def2-TZVPD basis.

CARTESIAN COORDINATES (ANGSTROEM)
C: 0.07292 -0.47833 -0.64756
C: -0.02645 -0.45167 0.86083
C: 1.25616 -0.36658 1.55903
H: -1.52106 2.04504 -2.32870
H: 0.57496 -1.35422 -1.08683
H: -0.46213 -1.40499 1.12723
H: -0.66339 0.30558 1.27074
N: -0.47080 0.23400 -1.52980
N: 2.35610 -0.26102 1.87390
S: -1.11632 1.73220 -1.09883

As for the LUMO energy: 0.62 eV. The value obtained for the HOMO energy is -9.4 eV. The gap between HOMO and LUMO is 10.1 eV.

***

Entry x
A single C3H4N2S molecule, computed with the ωB97M-V functional and the def2-TZVPD basis.

CARTESIAN COORDINATES (ANGSTROEM)
C: -0.49769 1.06252 -0.16532
C: -1.83988 0.69025 0.07914
C: -1.77395 -0.64808 0.04378
H: 2.30372 -1.20003 0.20896
H: 0.09897 2.02328 -0.20759
H: -2.77662 1.14439 0.63966
H: -2.57881 -1.34449 0.31358
N: 0.19650 -0.02519 -0.17749
N: -0.48516 -1.18006 -0.13502
S: 1.85266 0.07409 0.09296

As for the LUMO energy: 0.63 eV. The value obtained for the HOMO energy is -9.0 eV. The gap between HOMO and LUMO is 9.6 eV.

***

Entry y
A single C3H4N2S molecule, computed with the ωB97M-V functional and the def2-TZVPD basis.

CARTESIAN COORDINATES (ANGSTROEM)
C: -0.59331 0.02425 -0.07968
C: 0.24855 1.09982 0.01529
C: 1.54539 0.51975 -0.17606
H: -2.65946 -0.90450 0.75928
H: -0.02178 2.17463 0.12269
H: 2.42562 1.04507 -0.24112
H: -0.23065 -2.02553 0.01770
N: 1.52814 -0.83828 -0.11735
N: 0.17865 -1.09773 -0.10903
S: -2.42115 0.00250 -0.19173

As for the LUMO energy: 0.64 eV. The value obtained for the HOMO energy is -9.2 eV. The gap between HOMO and LUMO is 9.8 eV.

***

Entry z
A single C3H4N2S molecule, computed with the ωB97M-V functional and the def2-TZVPD basis.

CARTESIAN COORDINATES (ANGSTROEM)
C: -2.45968 0.32230 -0.85326
C: 1.19670 -0.05622 0.24223
C: 1.83881 -1.05659 1.14893
H: -2.95715 0.32286 -1.79571
H: -2.33455 -0.66514 -0.54324
H: -3.07321 0.86277 -0.10630
H: 1.85749 0.59412 -0.31564
N: -0.06601 -0.05308 0.14176
N: 2.33355 -1.89140 1.72203
S: -0.80127 1.07749 -0.84456

As for the LUMO energy: 0.00 eV. The value obtained for the HOMO energy is -9.2 eV. The gap between HOMO and LUMO is 9.2 eV.

***

Referenced to the most stable arrangement, the calculated values in eV are entry w 0.545; entry x 1.601; entry y 0.000; entry z 0.612.